(1)
Density functional theory data (ωB97M-V/def2-TZVPD) for a structure of composition C33H38AsN5O7PRbS2.

- E: -149076.648 eV
- Charge: -2
- LUMO: 3.7 eV
- HOMO: -1.7 eV

The geometry in XYZ format:
```
88
Properties=species:S:1:pos:R:3:forces:R:3
Rb -0.214 0.698 2.559 -0.031 -0.391 -0.072
N -2.647 -1.251 4.499 0.029 0.017 0.040
C -1.734 -2.057 5.312 -0.011 -0.009 -0.033
C -0.701 -2.766 4.445 -0.021 -0.012 0.069
N 0.397 -1.890 4.053 -0.105 -0.001 -0.167
C 1.457 -1.803 5.045 0.011 0.034 0.026
C 2.620 -0.963 4.543 -0.011 -0.043 -0.019
N 3.201 -1.552 3.329 -0.022 0.079 -0.031
H -2.099 -0.634 3.910 -0.002 -0.003 0.069
H -3.139 -0.594 5.096 -0.010 0.001 -0.009
H -2.325 -2.813 5.838 0.008 0.002 0.013
H -1.208 -1.466 6.074 -0.001 -0.003 0.002
H -1.204 -3.121 3.542 0.002 0.001 -0.003
H -0.324 -3.649 4.989 0.010 -0.004 -0.020
H 0.796 -2.217 3.179 0.035 -0.064 0.071
H 1.831 -2.807 5.311 -0.005 0.003 0.011
H 1.054 -1.344 5.952 -0.005 0.001 -0.002
H 3.380 -0.953 5.329 0.005 0.027 -0.006
H 2.291 0.071 4.396 0.008 -0.009 0.010
H 4.178 -1.295 3.267 0.009 -0.039 0.020
H 2.794 -1.100 2.514 -0.003 0.011 -0.017
O 0.906 2.502 4.600 0.031 -0.055 0.165
As -0.721 3.240 4.566 -0.105 0.111 0.052
O -1.800 1.983 4.417 0.032 -0.066 -0.015
O -0.920 4.297 5.801 0.064 0.055 -0.062
C -0.686 4.139 2.825 -0.058 0.130 0.032
C -1.747 5.014 2.598 0.009 -0.037 0.024
C -1.900 5.678 1.392 0.009 0.006 -0.030
C -0.964 5.462 0.384 -0.029 0.021 -0.004
C 0.109 4.620 0.590 0.024 -0.039 0.023
C 0.280 3.954 1.816 0.053 0.074 0.029
S 2.075 1.947 0.664 -0.064 -0.087 -0.265
O 2.432 0.937 1.665 0.015 0.102 -0.307
O 1.353 3.186 2.037 -0.068 0.059 0.056
O 0.814 1.667 -0.031 0.247 -0.007 0.271
H 1.362 2.705 3.756 -0.063 0.167 0.078
H -2.460 5.173 3.400 -0.005 0.006 -0.006
H -2.733 6.354 1.238 -0.004 0.000 0.000
H -1.069 5.962 -0.573 -0.005 0.001 -0.001
H 0.840 4.456 -0.192 0.004 0.004 0.000
O -0.963 -1.073 0.532 -0.096 -0.255 0.184
P -1.243 -0.781 -0.898 0.187 0.157 -0.191
C -2.054 0.821 -1.111 -0.014 -0.015 0.055
C -2.540 1.456 0.027 -0.182 0.340 0.036
C -3.233 2.655 -0.081 0.096 0.027 0.006
C -3.449 3.226 -1.325 0.016 0.001 -0.003
C -2.981 2.589 -2.466 -0.016 0.024 0.019
C -2.292 1.392 -2.358 0.044 -0.046 -0.071
C -2.492 -1.946 -1.544 0.040 -0.014 0.083
C -2.669 -2.189 -2.903 0.001 0.014 0.020
C -3.670 -3.047 -3.333 0.000 -0.006 -0.009
C -4.497 -3.670 -2.407 -0.010 -0.006 -0.002
C -4.319 -3.438 -1.050 -0.004 -0.015 -0.021
C -3.317 -2.581 -0.620 0.021 0.025 0.027
C 0.104 -0.964 -2.069 -0.079 0.033 0.027
C 0.676 0.054 -2.722 0.093 0.000 0.021
C 1.644 -0.179 -3.831 -0.029 0.053 0.012
C 1.975 -1.652 -4.185 -0.027 -0.030 0.020
C 1.469 -2.668 -3.202 0.049 0.042 -0.094
C 0.587 -2.346 -2.264 -0.084 -0.041 0.092
H -2.406 1.063 1.026 0.069 -0.248 -0.184
H -3.562 3.156 0.820 -0.014 0.003 -0.007
H -3.964 4.175 -1.403 -0.005 -0.001 0.002
H -3.138 3.031 -3.443 -0.003 0.001 -0.001
H -1.922 0.905 -3.253 -0.016 -0.001 0.008
H -2.010 -1.715 -3.621 -0.007 -0.005 -0.014
H -3.803 -3.237 -4.391 0.006 0.005 -0.002
H -5.277 -4.342 -2.744 -0.002 0.001 0.001
H -4.959 -3.929 -0.327 0.005 0.004 0.008
H -3.153 -2.394 0.436 -0.014 -0.012 -0.003
H 0.423 1.081 -2.487 0.002 -0.024 0.025
H 1.314 0.387 -4.706 -0.005 -0.024 -0.014
H 1.687 -1.945 -5.205 0.023 0.010 -0.006
H 1.864 -3.676 -3.274 -0.025 -0.019 0.007
H 0.242 -3.095 -1.559 0.008 -0.018 -0.026
C 4.620 -3.163 -5.116 0.017 0.013 0.007
C 4.435 -1.699 -4.852 -0.012 -0.052 -0.007
C 5.237 -0.713 -5.328 0.008 0.007 -0.018
C 4.716 0.641 -5.272 -0.035 0.030 0.026
N 3.702 1.032 -4.597 0.029 0.028 -0.090
C 3.185 0.085 -3.626 -0.006 0.008 0.223
S 3.769 0.424 -1.983 -0.058 -0.020 -0.101
N 3.396 -1.335 -4.071 0.062 0.002 -0.027
H 5.393 -3.326 -5.867 0.000 -0.002 0.000
H 3.687 -3.608 -5.473 -0.001 -0.002 -0.005
H 4.898 -3.678 -4.194 -0.017 -0.004 0.003
H 6.142 -0.934 -5.877 0.001 -0.009 0.001
H 5.173 1.377 -5.937 0.006 -0.003 -0.007
```
Positions in Å, forces in eV/Å.


(2)
Density functional theory data (ωB97M-V/def2-TZVPD) for a structure of composition C33H38F5N2O2PtS2Se.

- E: -145748.577 eV
- Charge: +1
- LUMO (alpha / beta): -2.9 / -4.7 eV
- <S²>: 6.039
- HOMO (alpha / beta): -10.0 / -10.5 eV
- Spin multiplicity: 5

The geometry in XYZ format:
```
84
Properties=species:S:1:pos:R:3:forces:R:3
Pt -0.360 -0.168 0.221 0.158 -0.226 0.470
C 0.857 0.506 2.050 -0.031 0.072 -0.022
C -0.477 1.048 2.077 -0.042 -0.092 0.174
C -1.382 -0.093 2.194 -0.210 -0.059 -0.211
C -0.536 -1.264 2.111 0.114 0.161 0.414
C 0.845 -0.898 2.183 -0.107 0.039 -0.124
C 2.040 -1.744 2.553 0.052 0.020 -0.075
C 1.723 -3.237 2.548 -0.047 -0.005 -0.008
C 3.232 -1.468 1.630 -0.020 0.059 0.050
C 2.396 -1.317 3.994 -0.001 -0.013 -0.010
C -2.909 -0.229 2.234 0.010 0.040 0.094
C -3.590 0.270 0.944 0.033 -0.046 0.068
C -3.475 0.502 3.462 0.031 -0.013 0.024
C -3.282 -1.711 2.372 -0.034 -0.047 0.075
C -0.649 2.555 2.263 -0.036 0.032 -0.244
C -0.703 2.804 3.781 0.049 0.033 -0.027
C 0.581 3.286 1.697 0.019 -0.009 -0.031
C -1.876 3.157 1.574 -0.006 -0.053 -0.025
H 1.754 1.104 2.025 -0.029 -0.006 -0.132
H -0.895 -2.270 2.235 0.010 -0.018 -0.207
H 1.547 -3.599 1.535 -0.004 0.002 0.026
H 0.852 -3.474 3.168 0.071 0.016 -0.043
H 2.574 -3.783 2.959 -0.028 0.006 -0.019
H 2.985 -1.692 0.592 0.016 -0.032 0.011
H 4.074 -2.099 1.924 -0.030 0.048 0.013
H 3.561 -0.426 1.686 -0.038 -0.075 -0.019
H 1.580 -1.538 4.687 0.034 0.017 -0.029
H 2.621 -0.250 4.051 0.008 -0.047 -0.002
H 3.280 -1.869 4.320 -0.043 0.017 0.003
H -3.261 1.257 0.639 0.011 0.064 -0.009
H -4.671 0.304 1.099 0.053 -0.010 0.013
H -3.395 -0.420 0.121 0.024 0.001 -0.020
H -3.427 1.585 3.364 0.012 -0.042 0.029
H -2.945 0.212 4.373 -0.033 0.011 -0.034
H -4.525 0.230 3.584 0.023 0.015 -0.002
H -2.917 -2.304 1.529 -0.046 0.024 0.034
H -4.370 -1.793 2.384 0.024 -0.017 -0.003
H -2.906 -2.145 3.303 -0.022 0.025 -0.055
H 0.196 2.419 4.271 -0.045 0.025 -0.019
H -1.571 2.338 4.246 -0.014 0.001 -0.006
H -0.754 3.879 3.964 0.004 -0.048 0.007
H 1.472 3.135 2.311 -0.031 0.006 -0.047
H 0.381 4.358 1.687 0.015 -0.019 0.019
H 0.798 2.976 0.671 -0.023 0.020 0.035
H -2.815 2.802 1.990 0.013 -0.002 -0.042
H -1.860 2.952 0.501 0.001 0.015 0.044
H -1.854 4.239 1.710 -0.004 -0.027 0.002
O -2.400 -0.184 -4.835 -0.035 0.182 -0.083
C -2.149 1.112 -4.578 -0.017 -0.129 -0.068
C -2.499 2.039 -5.559 -0.035 0.013 -0.100
C -2.268 3.384 -5.366 -0.011 -0.021 -0.001
C -1.679 3.846 -4.187 -0.025 0.046 -0.060
C -1.332 2.938 -3.216 0.036 -0.015 0.041
C -1.558 1.565 -3.389 0.047 0.136 0.081
C -1.177 0.654 -2.312 0.085 0.047 -0.039
O -0.650 1.181 -1.238 -0.018 -0.072 0.177
N -1.373 -0.629 -2.448 0.156 -0.017 0.268
N -0.951 -1.344 -1.323 -0.032 0.246 -0.187
C -1.026 -2.627 -1.465 -0.041 -0.015 -0.152
S -0.623 -3.740 -0.201 0.000 -0.034 0.029
C -0.512 -5.164 -1.322 -0.002 0.010 0.048
C -1.607 -5.006 -2.354 0.003 0.040 -0.033
S -1.541 -3.303 -2.978 0.010 -0.041 0.015
H -2.114 -0.708 -4.064 0.002 -0.072 0.027
H -2.952 1.663 -6.468 0.010 0.043 0.024
H -2.548 4.088 -6.140 0.007 -0.028 0.013
H -1.499 4.902 -4.039 -0.009 -0.040 -0.015
H -0.869 3.269 -2.296 -0.012 -0.006 -0.008
H -0.636 -6.065 -0.723 -0.011 -0.003 0.006
H 0.476 -5.159 -1.777 0.027 -0.039 -0.035
H -2.591 -5.182 -1.925 -0.032 -0.045 0.015
H -1.460 -5.671 -3.204 0.009 -0.012 0.003
F 6.984 1.145 -3.686 0.076 -0.004 0.082
C 6.267 0.871 -2.608 -0.172 0.013 -0.336
C 5.234 1.802 -2.229 -0.024 0.371 -0.043
F 4.855 1.827 -0.964 -0.070 0.008 0.242
C 4.235 1.414 -3.235 0.198 -0.280 0.027
F 4.432 1.913 -4.432 -0.002 0.107 -0.146
C 3.607 0.127 -3.064 -0.208 -0.162 0.283
Se 2.393 -0.332 -1.778 0.061 0.003 -0.220
C 4.819 -0.604 -3.351 0.029 0.372 -0.018
F 5.222 -0.795 -4.586 0.021 -0.068 -0.113
C 5.904 -0.501 -2.361 0.174 -0.328 -0.026
F 5.642 -0.854 -1.115 -0.057 -0.070 0.163
```
Positions in Å, forces in eV/Å.


(3)
Density functional theory data (ωB97M-V/def2-TZVPD) for a structure of composition C33H39AuClIN3OPSe.

- E: -140322.249 eV
- Charge: 0
- LUMO (alpha / beta): 0.5 / -2.2 eV
- <S²>: 2.025
- HOMO (alpha / beta): -6.4 / -6.6 eV
- Spin multiplicity: 3

The geometry in XYZ format:
```
81
Properties=species:S:1:pos:R:3:forces:R:3
Au -0.303 0.264 -1.210 0.037 -0.243 0.107
Cl 1.898 7.326 -1.988 -0.032 -0.109 0.004
C 1.038 5.805 -2.090 0.067 0.027 0.036
C -0.116 5.736 -2.810 -0.133 -0.058 -0.066
C -0.838 4.537 -2.898 0.066 0.113 0.019
I -2.558 4.481 -4.071 -0.025 -0.017 -0.006
C -0.450 3.348 -2.270 -0.077 -0.143 0.042
O -1.128 2.266 -2.355 0.164 0.199 0.149
C 0.818 3.437 -1.543 0.076 -0.132 0.078
N 1.295 2.293 -0.986 -0.184 0.325 -0.063
C 2.410 2.307 -0.303 -0.003 0.041 -0.040
C 3.165 3.479 -0.107 0.060 -0.156 0.003
C 2.732 4.638 -0.679 -0.037 0.087 -0.048
C 1.537 4.655 -1.435 0.082 -0.055 0.006
H -0.478 6.620 -3.319 -0.018 -0.023 -0.002
H 2.736 1.351 0.101 -0.011 0.024 0.030
H 4.081 3.447 0.470 -0.040 -0.006 -0.012
H 3.295 5.555 -0.567 -0.014 -0.001 -0.008
C -1.378 -0.014 -4.526 -0.065 -0.005 0.000
P 0.101 -0.111 -3.488 0.132 0.202 -0.028
C 0.895 -1.667 -4.001 -0.013 -0.022 -0.007
C 1.209 1.182 -4.121 0.047 -0.014 0.047
C 2.550 1.158 -3.734 0.027 0.010 -0.014
C 3.401 2.197 -4.076 -0.049 -0.003 -0.010
C 2.917 3.282 -4.799 -0.018 -0.007 0.019
C 1.583 3.318 -5.178 0.032 -0.053 0.011
C 0.733 2.272 -4.842 0.014 -0.006 -0.064
H -1.911 0.906 -4.286 0.026 -0.014 0.011
H -2.022 -0.862 -4.289 -0.004 -0.010 -0.009
H -1.116 -0.041 -5.584 -0.016 0.005 -0.025
H 1.139 -1.655 -5.064 -0.005 -0.006 0.010
H 0.214 -2.492 -3.789 0.001 0.002 0.010
H 1.801 -1.826 -3.419 0.017 0.006 -0.012
H 2.924 0.340 -3.128 0.005 0.006 -0.021
H 4.438 2.171 -3.763 -0.019 -0.001 -0.001
H 3.575 4.106 -5.049 -0.017 -0.023 0.008
H 1.192 4.173 -5.717 -0.003 -0.018 0.011
H -0.316 2.340 -5.101 0.032 -0.006 -0.019
C 2.146 -1.871 5.965 0.014 0.012 -0.023
C 2.105 -2.183 4.470 -0.026 -0.026 0.034
C 2.233 -0.955 3.573 -0.010 0.042 0.053
C 0.977 -0.091 3.444 -0.125 -0.011 -0.013
N -0.196 -0.791 2.926 0.321 0.100 -0.133
C -0.506 -0.877 1.492 -0.280 0.258 0.050
Se 0.936 -1.595 0.344 0.000 -0.029 -0.056
N -1.717 -1.705 1.529 0.010 -0.077 -0.328
C -2.486 -2.052 0.330 0.029 0.077 0.140
C -2.099 -3.387 -0.301 -0.029 0.011 -0.044
C -2.374 -4.618 0.559 -0.015 -0.006 0.040
C -3.837 -5.054 0.544 -0.006 0.017 0.005
C -2.123 -1.914 2.782 -0.053 -0.066 0.151
C -3.271 -2.555 3.285 0.109 0.050 -0.069
C -3.437 -2.588 4.645 0.055 0.050 0.162
C -2.495 -1.996 5.523 -0.150 -0.061 -0.037
C -1.369 -1.368 5.057 0.053 0.008 -0.126
C -1.169 -1.330 3.665 -0.122 -0.101 0.132
H 2.092 -2.783 6.563 -0.012 0.012 -0.030
H 1.321 -1.230 6.282 0.050 0.018 -0.023
H 3.075 -1.358 6.225 -0.033 -0.021 -0.014
H 1.191 -2.730 4.216 0.008 -0.001 0.029
H 2.926 -2.861 4.231 0.004 -0.006 0.012
H 2.537 -1.251 2.572 0.008 -0.046 -0.015
H 3.019 -0.301 3.966 -0.005 -0.002 -0.036
H 1.179 0.736 2.764 0.021 0.014 -0.012
H 0.700 0.345 4.404 -0.051 -0.004 0.029
H -2.314 -1.246 -0.381 -0.010 0.011 -0.065
H -3.543 -2.032 0.603 -0.006 0.001 0.054
H -1.046 -3.330 -0.571 -0.011 -0.032 0.019
H -2.670 -3.465 -1.233 0.040 0.006 -0.011
H -2.041 -4.433 1.585 0.002 -0.023 -0.001
H -1.758 -5.443 0.198 -0.002 -0.008 -0.021
H -4.511 -4.272 0.904 0.023 0.023 -0.015
H -4.002 -5.935 1.165 0.017 0.014 0.009
H -4.152 -5.300 -0.473 0.011 -0.003 0.014
H -3.998 -3.004 2.626 0.019 -0.004 -0.039
H -4.314 -3.069 5.058 0.030 0.014 0.019
H -2.677 -2.031 6.590 -0.009 -0.021 -0.034
H -0.669 -0.910 5.739 0.018 -0.007 -0.029
C -0.807 0.485 0.837 0.004 -0.118 0.199
H -1.824 0.809 1.083 0.030 0.005 -0.053
H -0.097 1.215 1.228 -0.023 0.012 -0.064
```
Positions in Å, forces in eV/Å.